[1]
Formula: C33H29FGeN3O4PdS2
Source: OMol25
Level of theory: ωB97M-V with the def2-TZVPD basis set

orbital gap (spin up / spin down) = 7.0 / 4.9 eV
energy above the lowest of the compared OMol25 structures with the same formula, charge and spin = 50.4 kJ/mol
F_max = 0.791 eV/A
2S+1 = 2
HOMO (spin up / spin down) = -8.072 / -8.088 eV
E_tot = -4841.01375 a.u.

Geometry (Å):
Pd (0.25387, 0.26604, -0.01282)
Ge (-1.23885, -0.07545, -1.95455)
S (3.46967, -2.07396, 2.54402)
S (1.24902, -1.69064, 0.72783)
F (1.71231, 0.32118, -1.28121)
O (-1.76884, -1.71680, 0.89992)
O (-0.15580, 2.17245, -0.50390)
O (-1.19310, 0.34431, 1.34803)
O (-2.76758, -0.60269, 2.46156)
N (2.46752, 0.32944, 2.12302)
N (-1.95749, -0.71807, 1.57284)
N (1.50661, 1.09509, 1.66196)
C (-2.74044, -3.98093, -2.33081)
C (0.15904, 1.96846, -5.97924)
C (-1.75761, 4.97692, 1.01534)
C (-2.94732, 0.68364, -1.41120)
C (-0.24951, -2.75833, -2.78090)
C (0.50856, 1.73422, -3.60464)
C (0.27913, 3.14751, 1.70489)
C (-1.34565, -1.99510, -2.27609)
C (-2.54964, -2.61161, -2.04855)
C (-1.10003, 5.09712, 2.25229)
C (0.81262, -2.00697, 4.29130)
C (-1.23799, 0.49645, -4.69964)
C (2.19150, 2.73032, 3.33993)
C (1.57554, 0.04723, 5.25815)
C (-0.54144, 0.82392, -3.53494)
C (1.04022, -2.20311, -2.98206)
C (-1.42542, 3.97422, 0.14997)
C (1.33102, 2.29738, 2.18887)
C (1.86336, -1.15649, 4.62718)
C (2.36476, -0.96310, 1.75099)
C (-0.89155, 1.06551, -5.91744)
C (-0.49890, -1.64149, 4.54956)
C (-1.71227, -4.71988, -2.83590)
C (2.06549, -2.97053, -3.45812)
C (3.29061, -1.47861, 4.26411)
C (-0.77909, -0.42561, 5.16020)
C (1.86311, -4.33274, -3.76378)
C (-0.42254, 3.02030, 0.44729)
C (-0.44420, -4.13301, -3.06937)
C (-0.10917, 4.21368, 2.56302)
C (0.63647, -4.89865, -3.57121)
C (0.85471, 2.29926, -4.82455)
C (0.26258, 0.41072, 5.52891)
H (1.67751, 3.00161, -4.87225)
H (0.05299, 1.35651, 6.01323)
H (2.38939, 0.71108, 5.52768)
H (-3.73123, 0.19377, -1.99129)
H (-1.30896, -2.29473, 4.25212)
H (-3.70311, -4.43700, -2.13945)
H (-1.84581, -5.77242, -3.05744)
H (0.47035, -5.94633, -3.79348)
H (-3.15538, 0.55254, -0.35232)
H (-1.91285, 3.87810, -0.81039)
H (3.92832, -0.61028, 4.41541)
H (3.69059, -2.30451, 4.85573)
H (2.41949, 3.79101, 3.27984)
H (-2.05033, -0.22441, -4.67070)
H (3.11091, 2.15229, 3.34170)
H (2.68370, -4.92702, -4.14485)
H (0.43792, 2.41158, -6.92694)
H (-1.37656, 5.87409, 2.95090)
H (1.22787, -1.16603, -2.73338)
H (-1.80547, -0.13096, 5.33111)
H (-1.43680, 0.79777, -6.81352)
H (1.02123, -2.94369, 3.78778)
H (1.67417, 2.53701, 4.28194)
H (0.37762, 4.31091, 3.52190)
H (-2.53658, 5.67869, 0.74482)
H (-2.94537, 1.74407, -1.65182)
H (3.04361, -2.52772, -3.59614)
H (1.05816, 1.98651, -2.71028)
H (-3.37867, -2.05403, -1.63021)

Atom charges from the Mulliken analysis, given in e for atoms 1 to 2: 1.22 2.00

---

[2]
Formula: C33H29IrN7O5S2
Source: OMol25
Level of theory: ωB97M-V with the def2-TZVPD basis set

orbital gap (spin up / spin down) = 6.9 / 4.9 eV
energy above the lowest of the compared OMol25 structures with the same formula, charge and spin = 0.0 kJ/mol
F_max = 0.258 eV/A
2S+1 = 2
charge = +2
HOMO (spin up / spin down) = -13.373 / -13.359 eV
E_tot = -2934.68394 a.u.

Geometry (Å):
Ir (0.35399, 0.06903, -0.31779)
S (0.14826, 1.62908, -2.99170)
S (0.51701, -1.75557, 2.39034)
O (1.49844, 1.96939, -3.33734)
O (1.39881, -0.69567, 2.75859)
O (-0.85555, -1.75405, 2.81329)
O (0.01692, 1.69492, -1.43548)
O (-0.35333, 0.34172, -3.41757)
N (-2.90179, 1.13410, 2.25998)
N (-0.95685, 0.87173, 1.03673)
N (0.97337, 2.10001, 1.63462)
N (0.44692, -1.61054, 0.69353)
N (2.09402, -0.23193, -1.37462)
N (1.51052, 1.33514, 0.64320)
N (-0.76102, -1.55818, -1.11053)
C (0.46350, -4.31781, 3.24852)
C (3.53213, -0.98050, -3.10194)
C (-2.36055, 2.13836, 3.07358)
C (-2.55195, 3.72061, 4.84111)
C (-1.22381, 4.10541, 4.64014)
C (-1.99634, -3.29473, -2.09979)
C (3.03838, -7.09079, 3.49730)
C (-2.20217, 0.56000, 1.30543)
C (2.30924, -0.98659, -2.44739)
C (-0.41420, 4.08783, -3.97065)
C (1.23422, -3.30814, 2.68240)
C (2.39790, -5.77095, 3.18859)
C (-0.38076, -2.39463, -0.11991)
C (3.14531, -4.73465, 2.62148)
C (-3.12810, 2.73745, 4.06330)
C (1.05623, -5.54324, 3.49675)
C (4.53856, -0.15908, -2.63491)
C (-0.27864, 1.83339, 1.82039)
C (4.30834, 0.64354, -1.52041)
C (-1.03337, 2.50861, 2.85695)
C (-2.31167, 2.66336, -3.49952)
C (-2.65904, 4.88071, -4.39902)
C (-3.16009, 3.66014, -3.93550)
C (-0.77954, -3.71350, -0.05512)
C (-1.61299, -4.15327, -1.07905)
C (2.71212, 1.45185, 0.22221)
C (2.57828, -3.50017, 2.37440)
C (-1.54413, -1.98122, -2.09743)
C (-0.93865, 2.88833, -3.51857)
C (-3.59811, 5.94187, -4.89453)
C (3.07616, 0.59444, -0.91037)
C (-0.46675, 3.50490, 3.65959)
C (-1.28261, 5.07690, -4.40833)
H (-4.36473, 6.16195, -4.15099)
H (3.39707, 2.16381, 0.66625)
H (0.56280, 3.78710, 3.49351)
H (3.16909, -2.69075, 1.96491)
H (-0.78950, 4.87692, 5.26001)
H (3.67056, -1.60206, -3.97431)
H (-2.68549, -0.20678, 0.71497)
H (-0.57284, -4.13532, 3.49872)
H (4.18911, -4.90009, 2.38734)
H (-0.45165, -4.36437, 0.74079)
H (-3.13799, 4.19648, 5.61536)
H (-4.23015, 3.49254, -3.93471)
H (-1.95810, -5.17860, -1.08063)
H (2.31635, -7.90399, 3.44972)
H (5.49650, -0.12659, -3.13577)
H (0.47167, -6.33536, 3.94700)
H (0.65656, 4.23562, -3.98973)
H (-0.88046, 6.01385, -4.77146)
H (3.44947, -7.07417, 4.50894)
H (-1.77650, -1.26437, -2.87178)
H (-4.10850, 5.60684, -5.79882)
H (3.85686, -7.30615, 2.81279)
H (5.07062, 1.31108, -1.14375)
H (-2.63602, -3.63529, -2.90083)
H (-2.70410, 1.71066, -3.16743)
H (-4.15648, 2.43665, 4.21876)
H (-3.85270, 0.83244, 2.41916)
H (-3.07036, 6.86434, -5.12681)
H (1.47231, -1.57404, -2.79613)

Atom charges from the Mulliken analysis, given in e for atoms 1 to 2: 1.77 1.67